This record from the OMol25 dataset describes a molecular structure, C24H16BBrN4O4PdS. The level of theory is wB97M-V/def2-TZVPD.

Geometry as XYZ:
```
52
Properties=species:S:1:pos:R:3:forces:R:3:lowdin_charge:R:1
Pd 1.6924 -0.6297 -0.9647 -0.581 0.734 -0.137 0.797
Br -4.6591 2.4199 5.3753 0.040 0.014 -0.138 0.641
C -4.0952 3.1546 3.6999 -0.005 -0.001 0.124 -0.709
C -5.0386 3.7024 2.8435 -0.050 -0.079 0.116 -0.159
C -4.6290 4.2800 1.6616 0.267 0.055 -0.224 -0.049
C -3.2652 4.3372 1.2909 -0.096 -0.791 0.654 -0.340
C -2.3420 3.7205 2.1723 -0.097 0.316 -0.235 -0.031
C -2.7513 3.1587 3.3658 -0.108 -0.027 0.124 -0.138
N -2.9565 5.0769 0.1871 0.227 0.749 -0.275 -0.004
N -1.7878 5.1289 -0.3650 -0.282 0.108 -0.259 0.035
C -0.9137 4.1271 -0.5200 -0.076 -0.418 0.101 -0.282
C 0.3993 4.5517 -0.8642 0.116 -0.155 0.028 -0.034
C 1.4613 3.7060 -0.9099 -0.032 0.495 -0.028 -0.025
C 1.3218 2.3054 -0.6574 0.737 -0.138 0.034 -0.366
O 2.3109 1.5570 -0.5861 -0.389 0.171 0.036 -0.042
C -0.0477 1.8003 -0.4972 -0.899 -0.004 0.087 -0.128
N -0.2008 0.4598 -0.4202 0.398 0.206 -0.076 0.055
C -1.4055 -0.0431 -0.2442 -0.091 -0.185 0.067 -0.118
C -2.5526 0.7466 -0.2467 0.035 0.231 -0.010 -0.022
C -2.4219 2.1091 -0.3759 -0.154 -0.170 -0.069 -0.014
C -1.1478 2.6889 -0.4401 0.410 0.020 0.030 -0.098
H -6.0872 3.6812 3.1112 0.000 0.001 -0.021 0.089
H -5.3509 4.7202 0.9847 0.000 0.049 0.031 0.100
H -1.2920 3.7120 1.9176 0.000 -0.018 0.066 0.107
H -2.0256 2.7062 4.0289 0.006 0.019 0.000 0.098
H 0.5389 5.6156 -1.0168 -0.076 0.011 -0.022 0.103
H 2.4590 4.0758 -1.1064 0.023 -0.068 -0.019 0.104
H -1.4695 -1.1167 -0.1290 0.017 0.082 -0.013 0.095
H -3.5275 0.2883 -0.1563 0.019 -0.052 -0.059 0.106
H -3.2997 2.7321 -0.4482 -0.004 -0.013 0.060 0.105
C 4.2573 -1.6566 -0.1223 0.267 0.101 -0.137 -0.096
C 3.5017 -1.1824 -1.3784 0.078 -0.355 -0.063 -0.546
O 4.1197 -1.0238 -2.4150 0.224 -0.049 0.083 -0.065
H 5.2461 -1.1833 -0.0823 -0.009 -0.054 -0.041 0.057
H 4.3879 -2.7408 -0.1840 -0.053 -0.025 -0.004 0.064
H 3.6902 -1.4220 0.7776 0.005 -0.062 0.039 0.047
S -3.0574 -2.8901 -2.3944 -0.860 -0.083 -0.099 0.504
C -1.5078 -2.7071 -2.0418 1.070 0.258 -0.036 -0.831
N -0.3789 -2.5218 -1.8098 -0.930 -0.512 -0.156 0.206
O 1.2105 -3.2863 -0.0730 -0.190 -0.428 -0.172 0.044
B 1.0761 -2.5416 -1.4027 1.241 0.225 0.673 -0.813
O 1.8134 -3.4179 -2.3686 -0.060 -0.197 -0.013 0.076
C 2.2939 -4.4578 -1.6808 -0.094 -0.127 -0.042 -0.252
C 3.0216 -5.5287 -2.1594 -0.016 0.180 -0.010 -0.025
C 3.4110 -6.5261 -1.2536 0.032 -0.121 0.035 -0.151
C 3.0701 -6.4461 0.0838 0.024 -0.076 -0.001 -0.152
C 2.3189 -5.3662 0.5718 -0.005 0.101 -0.068 -0.032
C 1.9340 -4.3839 -0.3189 -0.098 0.029 0.048 -0.267
H 3.2799 -5.5803 -3.2099 0.009 -0.007 0.005 0.103
H 3.9788 -7.3791 -1.6099 0.018 0.030 -0.006 0.076
H 3.3769 -7.2328 0.7648 0.012 0.016 -0.004 0.076
H 2.0395 -5.2984 1.6161 -0.018 0.015 -0.006 0.100
```
Forces are in eV/Å.

- LUMO level (eV) = 3.74
- net charge = -2
- Kohn-Sham gap (eV) = 4.589
- 2S+1 = 1
- maximum force (Eh/bohr) = 0.028
- energy (eV) = -124335.0995
- energy relative to the best compared isomer or geometry (same formula, charge and spin) (kcal/mol) = 14.1

=====

This record from the OMol25 dataset describes a molecular structure, C24H16Br2CoFN3O2S2. The level of theory is wB97M-V/def2-TZVPD.

Geometry as XYZ:
```
51
Properties=species:S:1:pos:R:3:forces:R:3:lowdin_charge:R:1
Co -0.7941 -0.5740 -0.2295 -0.024 0.023 0.190 0.347
Br -1.7121 0.4785 6.1469 0.000 0.000 -0.004 0.855
C -1.4117 0.2302 4.3181 0.002 -0.001 0.007 -0.660
C -0.2721 0.7357 3.7172 0.001 -0.003 -0.001 -0.050
C -0.0900 0.5279 2.3619 0.001 -0.001 -0.002 -0.038
N -0.9759 -0.1454 1.6249 -0.007 0.087 -0.049 0.044
C -2.0904 -0.6299 2.2070 -0.003 -0.004 -0.005 -0.158
C -2.3401 -0.4638 3.5539 0.002 -0.002 -0.006 -0.026
C -2.9937 -1.3298 1.2731 -0.010 0.027 -0.006 -0.158
C -4.2074 -1.8943 1.6199 0.001 0.001 0.002 -0.023
C -4.9565 -2.5066 0.6270 -0.004 0.001 -0.003 -0.660
Br -6.6048 -3.2821 1.0475 0.002 0.000 0.000 0.857
C -4.4795 -2.5404 -0.6756 -0.001 0.001 0.000 -0.060
C -3.2549 -1.9608 -0.9363 0.010 -0.020 0.004 -0.077
N -2.5313 -1.3688 0.0148 0.008 -0.003 0.017 -0.003
H 0.4682 1.2838 4.2811 0.000 0.000 -0.002 0.123
H 0.7866 0.9079 1.8550 0.005 -0.002 -0.001 0.089
H -3.2342 -0.8607 4.0102 0.001 0.000 -0.001 0.114
H -4.5718 -1.8617 2.6353 -0.001 0.000 0.001 0.114
H -5.0413 -3.0116 -1.4682 0.000 0.001 0.000 0.120
H -2.8263 -1.9747 -1.9301 0.000 -0.001 0.001 0.128
F 1.5947 5.0492 -2.8686 0.009 0.012 -0.007 0.088
C 0.8188 4.0950 -2.3425 -0.012 -0.012 0.012 -0.279
C 0.3353 3.0996 -3.1699 0.010 0.018 0.003 0.005
C -0.4617 2.1163 -2.6164 -0.025 0.003 0.035 -0.032
C -0.7823 2.1288 -1.2549 0.064 0.070 -0.004 -0.296
C -1.6845 1.1193 -0.6942 0.023 -0.209 0.021 -0.069
C -0.2688 3.1550 -0.4537 -0.011 -0.037 -0.015 -0.036
C 0.5318 4.1441 -0.9900 0.012 0.005 -0.022 0.009
H 0.5882 3.1076 -4.2207 0.000 0.001 -0.001 0.129
H -0.8642 1.3367 -3.2531 0.001 -0.004 -0.001 0.120
H -2.3720 0.7139 -1.4426 0.018 0.020 -0.025 0.088
H -2.2390 1.4758 0.1720 -0.038 -0.012 -0.020 0.089
H -0.5201 3.1871 0.6006 -0.005 0.003 0.000 0.118
H 0.9337 4.9460 -0.3867 0.001 0.001 0.000 0.129
O 2.5547 1.6712 -1.5213 0.000 -0.011 0.001 -0.229
S 2.5090 0.7816 -0.4099 0.016 -0.005 0.041 0.699
O 2.5750 1.3112 0.9222 -0.003 -0.001 0.000 -0.282
N 1.1637 -0.2314 -0.5119 -0.014 0.013 -0.043 -0.159
C 1.5104 -1.4653 -0.8043 -0.006 0.013 -0.042 -0.736
S 0.2334 -2.5679 -1.0067 -0.018 0.031 -0.079 0.780
C 2.9556 -1.7113 -0.8925 -0.004 0.000 -0.010 -0.214
C 3.6249 -2.8902 -1.1683 0.001 -0.003 0.008 0.003
C 5.0131 -2.8538 -1.1930 0.000 -0.001 -0.002 -0.037
C 5.7035 -1.6689 -0.9544 -0.001 0.000 0.001 -0.034
C 5.0301 -0.4805 -0.6849 0.000 0.001 0.001 -0.009
C 3.6550 -0.5401 -0.6553 -0.002 0.002 0.004 -0.208
H 3.0781 -3.8046 -1.3574 0.000 -0.001 0.000 0.119
H 5.5682 -3.7575 -1.4036 0.000 0.000 0.000 0.117
H 6.7847 -1.6695 -0.9828 0.000 0.000 0.000 0.118
H 5.5637 0.4434 -0.5093 0.000 0.000 0.001 0.131
```
Forces are in eV/Å.

- LUMO level (spin up / spin down) (eV) = -4.19 / -4.22
- net charge = +1
- Kohn-Sham gap (spin up / spin down) (eV) = 6.761 / 6.741
- 2S+1 = 1
- maximum force (Eh/bohr) = 0.004
- energy (eV) = -235807.1745
- energy relative to the best compared isomer or geometry (same formula, charge and spin) (kcal/mol) = 0.2

=====

This record from the OMol25 dataset describes 2 unconnected molecules or ions with the total composition C24H17Br2N2O. The level of theory is wB97M-V/def2-TZVPD.

Geometry as XYZ:
```
46
Properties=species:S:1:pos:R:3:forces:R:3:lowdin_charge:R:1
Br 6.1582 -3.3609 0.4697 -0.186 0.297 0.003 0.775
C 5.1693 -1.8578 1.0654 -0.085 0.506 0.222 -0.676
C 5.5842 -0.5545 0.7275 -0.427 -0.257 0.194 -0.093
C 4.8806 0.5459 1.2340 -0.195 -0.280 -0.379 -0.071
C 3.8167 0.3613 2.1332 -0.610 0.226 0.141 -0.168
C 3.0368 1.5752 2.7543 1.165 -0.556 -3.405 -0.216
C 1.5190 1.3135 2.8966 0.117 0.814 0.351 0.018
C 0.6821 2.3671 2.9321 0.355 -0.471 -0.333 -0.005
C -0.7567 2.2660 3.0141 -1.246 -0.064 -0.037 -0.213
C -1.5809 3.4118 2.9376 -0.132 -0.345 0.267 -0.010
C -2.9634 3.3266 3.1232 -0.103 -0.670 0.006 -0.094
C -3.5498 2.0649 3.3630 0.485 0.375 -0.147 -0.659
Br -5.4281 1.9073 3.6380 0.578 0.117 -0.085 0.766
C -2.7578 0.9114 3.3946 0.274 0.348 -0.179 -0.103
C -1.3771 1.0195 3.2044 -0.636 0.169 0.301 -0.015
C 3.3664 -0.9309 2.3752 0.258 -0.818 -0.237 -0.039
C 4.0243 -2.0547 1.8382 0.176 0.600 -0.010 -0.097
H 6.4213 -0.4186 0.0392 -0.322 0.015 0.252 0.114
H 5.0901 1.5308 0.8029 0.078 -0.333 0.468 0.107
H 3.0997 2.3969 2.0211 0.089 -0.105 0.173 0.163
H 1.1672 0.2858 2.8196 0.323 0.326 0.504 0.101
H 1.0991 3.3586 2.8040 0.003 0.162 0.290 0.122
H -1.1309 4.3845 2.7617 -0.028 -0.083 0.021 0.119
H -3.6029 4.2094 3.0818 0.301 -0.235 0.001 0.110
H -3.2258 -0.0530 3.5683 0.137 0.138 -0.042 0.107
H -0.7768 0.1174 3.2547 -0.168 0.062 0.036 0.107
H 2.4416 -1.1132 2.9196 0.390 -0.001 0.117 0.105
H 3.6504 -3.0624 2.0100 0.087 0.282 0.041 0.110
O 3.1703 4.5228 3.6602 0.320 -3.016 0.778 0.132
C 3.2839 3.5059 4.3634 -0.327 3.639 1.232 -0.289
C 3.1799 3.4720 5.8540 -0.020 -0.177 -0.579 -0.111
C 3.4982 2.2076 6.3501 0.460 -0.338 -0.455 -0.123
C 3.5135 1.9759 7.7227 -0.259 0.008 -0.140 0.000
C 3.0993 3.0133 8.5736 -0.014 0.116 -0.500 -0.026
C 2.7485 4.2782 8.0681 -0.016 -0.103 -0.396 -0.035
C 2.8085 4.5192 6.6940 -0.122 0.155 0.358 0.026
C 3.8578 1.2518 5.1607 0.257 0.000 1.625 -0.023
C 3.5375 2.0856 3.9917 -1.126 -1.319 0.200 -0.036
N 5.8740 2.7051 3.5871 2.185 -0.783 -3.778 0.141
N 6.3984 2.4741 2.6254 -1.645 1.118 3.785 0.170
H 3.8052 1.0092 8.1325 -0.117 0.233 -0.096 0.124
H 3.0255 2.8426 9.6426 0.139 -0.038 -0.121 0.118
H 2.4072 5.0644 8.7445 0.192 -0.279 -0.207 0.120
H 2.5542 5.4856 6.2590 0.054 -0.204 0.193 0.133
H 4.9268 0.9156 5.2419 -0.809 0.390 -0.421 0.163
H 3.2704 0.3152 5.1299 0.171 0.376 -0.011 0.152
```
Forces are in eV/Å.

- LUMO level (eV) = -6.58
- net charge = +1
- Kohn-Sham gap (eV) = 4.796
- 2S+1 = 1
- maximum force (Eh/bohr) = 0.086
- energy (eV) = -170268.0999
- energy relative to the best compared isomer or geometry (same formula, charge and spin) (kcal/mol) = 0.0

=====

This record from the OMol25 dataset describes a molecular structure, C24H17Br3IrNO6. The level of theory is wB97M-V/def2-TZVPD.

Geometry as XYZ:
```
52
Properties=species:S:1:pos:R:3:forces:R:3:lowdin_charge:R:1
Ir 0.0606 0.2332 0.9091 0.693 -0.240 0.506 1.539
O -4.1234 2.1051 1.7859 -0.080 0.307 0.094 0.173
C -2.9108 1.5821 1.7768 0.128 -0.199 -0.019 -0.479
O -2.6445 0.4763 1.3618 -0.088 0.108 0.025 0.073
C -1.8686 2.5434 2.3099 -0.038 0.015 0.065 -0.092
O -0.6892 1.8753 2.6999 0.150 0.138 -0.518 -0.228
C -0.8027 1.1675 3.9287 -0.254 -1.498 0.112 -0.112
C -1.1465 -0.3606 3.6833 -0.362 2.141 1.136 -0.639
O -1.9349 -0.8740 4.4459 0.384 -0.478 -0.499 0.095
O -0.4777 -0.8673 2.7148 0.192 -0.630 -1.421 -0.221
H -4.7743 1.4863 1.4266 0.026 -0.189 -0.043 0.149
H -2.2856 3.1127 3.1412 0.005 0.052 -0.014 0.151
H -1.6037 3.2262 1.5008 -0.042 0.032 0.011 0.149
H -1.5650 1.5811 4.5864 0.037 0.205 -0.092 0.138
H 0.1717 1.1825 4.4177 -0.042 0.241 0.026 0.096
C -0.4109 -3.1592 0.6974 -0.009 0.027 0.064 -0.009
C -1.1490 -2.5076 -0.4189 0.060 0.047 0.001 -0.253
C -1.8533 -3.2610 -1.3756 -0.082 0.050 -0.087 0.037
C -2.5178 -2.6343 -2.3930 0.019 -0.052 0.003 0.014
C -2.5112 -1.2285 -2.4712 0.172 0.078 0.256 -0.167
C -3.1693 -0.4674 -3.4859 -0.186 -0.112 -0.251 -0.573
Br -4.0727 -1.3374 -4.8790 0.125 0.143 0.217 0.909
C -3.1625 0.9181 -3.4760 -0.023 0.088 -0.070 -0.146
C -2.4978 1.6035 -2.4831 0.003 0.432 0.012 -0.562
Br -2.4951 3.4750 -2.4380 -0.037 -0.303 -0.062 0.904
C -1.7666 0.9243 -1.4501 -0.002 0.138 0.117 -0.394
O -1.1325 1.5538 -0.5770 -0.022 -0.139 -0.165 -0.096
C -1.8054 -0.5384 -1.4739 -0.171 -0.409 -0.070 -0.153
N -1.1389 -1.1804 -0.4979 0.056 0.055 0.169 0.064
H -0.2714 -4.2225 0.5199 -0.013 0.007 -0.048 0.093
H -0.9633 -3.0176 1.6294 0.016 0.008 -0.007 0.096
H 0.5562 -2.6778 0.8417 0.034 -0.045 -0.006 0.078
H -1.8580 -4.3388 -1.2972 0.018 0.000 0.007 0.131
H -3.0495 -3.2086 -3.1388 -0.005 -0.008 0.008 0.094
H -3.6774 1.4652 -4.2533 -0.008 -0.012 0.010 0.111
Br 2.3665 0.5114 2.7876 0.098 -0.063 -0.181 0.929
C 3.6373 0.4110 1.3804 0.055 0.046 0.275 -0.575
C 4.9592 0.4196 1.7332 -0.163 0.031 0.106 -0.109
C 5.9444 0.3579 0.7388 -0.003 -0.013 -0.241 -0.052
C 5.5686 0.3136 -0.5747 0.156 0.011 0.081 -0.016
C 4.2070 0.3084 -0.9451 -0.165 -0.011 0.141 -0.157
C 3.8475 0.2703 -2.3105 -0.138 -0.018 -0.083 -0.006
C 2.5335 0.2271 -2.6816 0.202 -0.016 -0.075 -0.057
C 1.5332 0.2139 -1.7000 -0.085 0.004 0.110 -0.118
C 1.8088 0.2738 -0.3430 -0.774 0.060 0.427 -0.229
C 3.1824 0.3351 0.0489 0.177 -0.053 -0.055 -0.230
H 5.2430 0.4784 2.7749 -0.026 -0.010 -0.003 0.107
H 6.9886 0.3508 1.0180 0.000 0.016 0.001 0.116
H 6.3146 0.2764 -1.3588 -0.002 0.012 0.008 0.121
H 4.6335 0.2741 -3.0552 0.000 -0.015 0.002 0.124
H 2.2591 0.1949 -3.7277 -0.003 0.002 0.002 0.112
H 0.5141 0.1531 -2.0536 0.019 0.017 0.020 0.070
```
Forces are in eV/Å.

- LUMO level (spin up / spin down) (eV) = -3.90 / -6.11
- net charge = +1
- Kohn-Sham gap (spin up / spin down) (eV) = 7.069 / 4.962
- 2S+1 = 6
- maximum force (Eh/bohr) = 0.048
- energy (eV) = -251896.0508
- expectation value of S² = 8.80
- energy relative to the best compared isomer or geometry (same formula, charge and spin) (kcal/mol) = 0.0

=====

Question: Number 1 is which compound?
Answer: C24H16BBrN4O4PdS

=====

Question: Which formula does entry 4 have?
Answer: C24H17Br3IrNO6

=====

Question: What is the formula in the first record?
Answer: C24H16BBrN4O4PdS

=====

Question: Look up the 2S+1 of the first one.
Answer: 1